The following is a DFT calculation (ωB97M-V/def2-TZVPD) of the molecule C4H5FS.

Last column: Mulliken charge in e.
Atoms and positions in Å:
C -0.01788 0.48569 -1.54574  0.02
C -0.19614 -0.50220 -2.37012  0.03
C 0.34246 0.19839 -0.13886  -0.45
C -0.27867 -1.16655 0.39192  -0.63
F -0.57704 -0.82110 -3.52787  -0.16
S 0.41754 -2.47026 -0.69097  -0.21
H -0.33974 1.53824 -1.84942  0.30
H 1.40476 0.14492 0.15504  0.25
H -0.20700 0.94932 0.48581  0.25
H -0.12672 -1.55905 1.47532  0.33
H -1.41498 -1.18652 0.26897  0.28

Force components x, y, z for each atom (eV/Å):
-0.7 1.3 -0.9
1.2 -2.8 3.0
-1.3 -0.5 3.4
-0.9 -1.1 -0.3
-0.2 0.2 -1.2
-1.0 2.3 -1.8
0.6 -1.4 0.4
-0.3 0.5 -0.6
0.9 -0.1 -0.4
0.4 1.4 -1.6
1.5 0.3 0.0

2S+1: 1
energy above the lowest of the compared OMol25 structures with the same formula, charge and spin: 3.386 eV
total charge: 0
maximum force: 4.3 eV/Å
orbital gap (alpha / beta): 7.63 / 7.56 eV
HOMO level (alpha / beta): -8.46 / -8.44 eV


The following is a DFT calculation (ωB97M-V/def2-TZVPD) of C41H55BClN8O2ReS5 as an isolated structure.

Last column: Mulliken charge in e.
Atoms and positions in Å:
Re -0.10740 0.04300 -0.00790  0.37
C 1.63690 -1.77910 6.01410  -2.21
C 1.09730 -2.02910 4.60420  1.43
C 0.58740 -3.46840 4.51080  -1.59
C 2.22330 -1.77700 3.60480  -1.64
N -0.05170 -1.14070 4.33700  0.50
C -0.68810 -0.38470 5.28280  -0.60
C -1.80910 0.12500 4.72150  -1.16
N -1.87920 -0.31160 3.43150  0.24
B -3.15670 -0.06010 2.58100  1.83
N -3.36810 -1.15720 1.52030  -0.08
C -3.83260 -2.38730 1.89640  -1.36
C -3.97970 -3.13910 0.78640  -0.36
N -3.62100 -2.37690 -0.29600  0.67
C -3.23090 -1.17200 0.17820  -0.12
S -2.65980 0.17600 -0.69050  -0.32
C -3.73960 -2.92020 -1.66120  1.30
C -5.20500 -3.32060 -1.88520  -1.65
C -2.82170 -4.14390 -1.75950  -1.47
C -3.32470 -1.91560 -2.72910  -2.16
N -3.13260 1.36010 1.98510  -0.04
C -4.28330 2.06480 1.78550  -1.25
C -3.95250 3.30580 1.36330  -0.55
N -2.58710 3.37470 1.29400  0.47
C -2.11060 2.16670 1.66580  -0.15
S -0.44960 1.72590 1.76930  -0.03
C -1.81490 4.61030 1.07510  1.45
C -0.70920 4.40050 0.04300  -1.46
C -2.75050 5.70120 0.55100  -2.36
C -1.22010 5.01860 2.42460  -1.69
C -0.78620 -1.05610 3.20230  0.09
S -0.41050 -1.77470 1.67790  -0.35
H 2.48540 -2.43780 6.18100  0.47
H 0.89810 -2.01100 6.77710  0.52
H 1.98450 -0.75490 6.13040  0.46
H 1.40570 -4.15940 4.68880  0.49
H 0.17730 -3.66600 3.52530  0.33
H -0.18230 -3.64660 5.25850  0.39
H 3.11820 -2.29860 3.93240  0.53
H 2.44810 -0.71490 3.53940  0.24
H 1.97920 -2.13650 2.61100  0.39
H -0.32340 -0.25640 6.27720  0.58
H -2.55640 0.76820 5.13920  0.68
H -4.07840 -0.11790 3.32860  -0.24
H -4.03130 -2.61540 2.92210  0.67
H -4.30430 -4.15330 0.69010  0.57
H -5.53020 -4.08780 -1.18800  0.40
H -5.31320 -3.71980 -2.89000  0.44
H -5.86460 -2.46080 -1.78190  0.36
H -3.14670 -4.95240 -1.11010  0.38
H -1.80300 -3.86620 -1.49800  0.27
H -2.82450 -4.51180 -2.78150  0.46
H -3.91210 -1.00340 -2.67120  0.45
H -3.48300 -2.35960 -3.70780  0.58
H -2.26870 -1.67540 -2.63520  0.34
H -5.24550 1.63160 1.96210  0.68
H -4.60460 4.11930 1.13260  0.59
H -1.14390 4.10200 -0.90790  0.29
H 0.00230 3.64470 0.36540  0.38
H -0.16600 5.33140 -0.09770  0.63
H -3.27410 5.36480 -0.34170  0.44
H -2.16100 6.57220 0.27950  0.45
H -3.46900 6.01010 1.30510  0.57
H -0.53220 4.25590 2.77950  0.28
H -2.00520 5.15790 3.16420  0.40
H -0.67680 5.95140 2.30870  0.49
S 2.62840 0.47330 -2.00650  -0.09
C 2.06640 1.40720 -3.26130  0.50
N 2.86320 1.75630 -4.28340  0.15
C 2.40220 2.66470 -5.30560  -0.79
C 0.93950 2.38170 -5.59610  -0.78
N 0.18160 2.43430 -4.36390  0.21
C -1.09190 3.11460 -4.44990  -1.38
C -0.88340 4.61280 -4.51630  0.85
C -1.49830 5.38190 -5.49590  -0.42
C -1.28270 6.75010 -5.54800  -0.61
C -0.44320 7.35670 -4.62890  -0.48
C 0.17120 6.59570 -3.64780  -1.08
C -0.04770 5.23080 -3.59400  0.14
C 0.68680 1.90690 -3.24250  -0.28
S -0.25850 1.84770 -1.84930  -0.32
C 4.16740 1.15980 -4.49130  -1.48
C 4.07080 0.14060 -5.60060  0.73
C 3.14590 -0.89240 -5.48710  -0.15
C 3.00520 -1.81820 -6.50290  -0.83
C 3.78890 -1.72320 -7.64160  -0.43
C 4.72130 -0.70610 -7.75410  -0.59
C 4.85600 0.22950 -6.74080  -0.35
H 2.99260 2.51660 -6.20950  0.47
H 2.53080 3.70140 -4.96890  0.35
H 0.83250 1.38620 -6.04870  0.37
H 0.54060 3.12600 -6.28730  0.47
H -1.69690 2.83960 -3.58300  0.32
H -1.59560 2.75970 -5.35310  0.49
H -2.15050 4.91540 -6.22080  0.41
H -1.76270 7.34180 -6.31390  0.42
H -0.26680 8.42060 -4.67600  0.43
H 0.82450 7.06150 -2.92560  0.45
H 0.43600 4.63690 -2.83340  0.47
H 4.47650 0.67850 -3.56010  0.42
H 4.87370 1.95510 -4.74390  0.45
H 2.54480 -0.98010 -4.59340  0.55
H 2.28880 -2.62020 -6.40090  0.43
H 3.66730 -2.43710 -8.44230  0.39
H 5.34630 -0.64000 -8.63130  0.39
H 5.58780 1.01990 -6.82960  0.38
C 3.49530 1.59570 1.64930  -1.02
O 2.21020 1.41660 1.04790  -0.04
C 1.86420 0.18230 0.68310  1.19
O 2.55990 -0.79130 0.78120  -0.57
H 3.98680 2.43290 1.15880  0.26
H 4.09240 0.68990 1.52850  0.35
H 3.34870 1.81530 2.70690  0.28
Cl 0.15620 -1.59170 -1.52450  -0.37

Force components x, y, z for each atom (eV/Å):
-1.2 0.6 0.9
-0.2 0.0 -0.1
0.7 -0.6 0.1
0.0 0.1 0.0
-0.1 -0.1 -0.1
-0.5 0.4 -0.4
-0.5 0.4 0.3
0.2 0.1 0.4
0.2 -0.5 0.2
0.5 0.0 -0.4
-0.3 -0.3 -0.4
-0.2 -0.4 -0.1
-0.1 -0.3 0.7
0.2 0.5 0.7
-0.1 0.3 0.2
0.7 0.6 -0.3
-0.1 -0.3 -0.8
0.2 0.1 0.1
-0.1 0.2 0.1
0.0 0.0 0.0
0.1 0.6 0.2
-0.2 0.4 -0.1
-0.8 -0.2 0.1
-0.1 -0.7 0.0
0.2 -0.3 0.2
0.4 -0.1 -0.3
0.5 0.7 0.0
-0.1 0.0 0.1
0.1 -0.2 0.1
-0.1 0.0 -0.2
-0.1 -0.1 -0.4
0.2 0.2 -0.9
0.0 0.0 -0.1
-0.1 0.0 0.1
0.0 0.1 0.1
0.1 -0.1 0.0
0.0 -0.1 -0.1
-0.1 0.0 0.1
0.1 0.0 0.1
0.0 0.1 0.0
0.0 0.1 0.0
0.1 0.0 0.2
-0.1 0.1 0.1
-0.2 0.0 0.2
0.0 -0.1 0.2
-0.1 -0.1 0.0
0.0 -0.1 0.1
0.0 0.0 -0.1
0.0 0.1 0.0
0.0 -0.1 0.1
0.1 0.0 0.0
0.0 -0.1 -0.1
0.0 0.0 -0.1
-0.1 -0.2 -0.1
0.0 0.1 -0.1
-0.2 -0.1 0.0
0.0 0.2 -0.1
0.0 0.1 0.0
0.0 0.1 -0.1
0.0 0.2 0.0
-0.1 0.0 -0.1
0.1 0.0 0.0
-0.1 0.1 0.0
0.1 0.0 0.1
-0.1 0.0 0.1
0.1 0.1 0.0
-0.3 0.3 -0.6
2.0 -0.9 0.7
-0.6 0.1 0.1
-0.5 0.3 -0.3
0.7 0.0 -0.5
0.6 -0.4 0.8
-0.6 0.1 0.1
0.0 0.0 -0.1
0.0 -0.1 0.1
0.0 0.1 0.0
0.0 0.1 0.0
0.0 0.0 0.0
0.0 0.0 0.0
-1.4 0.3 -0.2
-0.2 0.0 0.2
0.4 -0.2 0.0
0.1 0.1 -0.1
0.0 0.0 0.0
-0.1 0.0 0.0
0.0 0.0 -0.1
0.0 -0.1 -0.1
0.0 0.0 0.2
0.0 0.0 0.0
0.0 0.0 -0.1
0.0 0.1 0.0
0.0 0.0 0.1
0.1 0.0 -0.2
0.0 0.0 0.1
-0.1 -0.1 -0.1
0.0 0.0 0.0
0.0 0.1 0.0
0.1 0.1 0.1
0.1 -0.1 0.2
0.0 0.2 -0.2
0.0 -0.1 0.0
-0.1 0.0 0.1
-0.1 -0.1 0.0
0.0 -0.1 0.0
0.0 0.0 -0.1
0.1 0.1 0.0
0.4 -0.2 0.0
0.5 0.6 0.2
-0.7 -0.4 0.0
0.7 -0.1 0.1
-0.1 0.0 0.0
0.0 0.1 0.1
0.0 0.0 0.0
0.2 -1.2 -0.8

2S+1: 4
energy above the lowest of the compared OMol25 structures with the same formula, charge and spin: 0.000 eV
total charge: +1
<S²>: 3.7822
maximum force: 2.2 eV/Å
orbital gap (alpha / beta): 6.43 / 6.40 eV
HOMO level (alpha / beta): -9.76 / -9.90 eV


The following is a DFT calculation (ωB97M-V/def2-TZVPD) of C3H3N3O as an isolated structure.

Last column: Mulliken charge in e.
Atoms and positions in Å:
N -1.97307 -0.26837 1.41885  -0.54
C -1.29481 -0.11475 0.40606  0.59
N 0.62628 -1.19927 -1.20963  0.05
N 1.79857 -1.06445 -1.13059  -0.33
O 1.16456 1.87906 1.10201  -0.25
C 1.27992 0.99574 0.38399  0.13
C -0.39088 0.16875 -0.51131  -0.66
H -2.64499 -1.03575 1.44136  0.28
H 2.07044 -0.16046 -0.53564  0.38
H -0.63603 0.79950 -1.36511  0.34

Force components x, y, z for each atom (eV/Å):
0.4 0.0 -0.5
0.2 0.0 0.1
0.6 0.7 0.4
-0.8 0.2 0.1
0.0 -0.6 -0.5
0.3 0.9 0.7
-0.6 -0.7 -0.2
0.1 0.2 -0.1
-0.1 -0.5 -0.2
-0.1 -0.1 0.3

2S+1: 1
energy above the lowest of the compared OMol25 structures with the same formula, charge and spin: 5.171 eV
total charge: 0
maximum force: 1.1 eV/Å
orbital gap: 8.70 eV
HOMO level: -8.47 eV


The following is a DFT calculation (ωB97M-V/def2-TZVPD) of C31H60BeF3NO23 as an isolated structure.

Last column: Mulliken charge in e.
Atoms and positions in Å:
Be 1.77038 -0.08436 -4.33119  1.47
N -1.63389 1.43206 -4.73793  0.69
O -1.55822 2.07885 -5.72441  -0.68
O -0.54477 0.94873 -4.32245  -0.52
O -2.67307 1.37178 -4.09381  -0.58
C 1.04527 -1.57122 -1.07223  -0.07
O 0.22739 -0.37867 -1.25454  0.59
O 1.74178 -1.62251 -2.26781  -0.83
C 1.73099 -1.80770 0.33123  0.35
F 2.40567 -0.66119 0.67652  -0.15
F 0.85142 -2.03264 1.32246  -0.11
F 2.56898 -2.84383 0.35314  -0.28
C -0.95222 -0.15964 -0.46716  0.12
C -1.48507 1.24786 -0.68242  0.21
H -2.40431 1.36991 -0.10953  -0.31
H -0.78140 2.07203 -0.56542  -0.20
H -1.68047 1.43245 -1.73876  -0.17
H -0.79737 -0.30189 0.60237  -0.43
H -1.73669 -0.84046 -0.79760  0.26
H 0.35212 -2.41119 -1.11801  -0.05
C -2.65657 -2.55156 1.72558  -0.12
C -4.12778 -2.16909 1.73453  0.39
C -4.50272 -2.15260 3.13491  -0.50
O -3.32767 -2.24147 3.86199  -0.55
C -2.18751 -2.03797 3.02445  0.14
H -2.17317 -2.19548 0.81583  -0.12
H -2.57133 -3.63795 1.74949  0.37
H -4.57963 -2.99139 1.17978  0.47
H -4.35967 -1.15920 1.39623  -0.40
H -5.14515 -2.98371 3.42583  0.24
H -4.90951 -1.22834 3.54525  -0.10
H -1.37622 -2.64360 3.42833  0.23
H -1.97407 -0.97491 2.91280  -0.06
C -7.17681 -0.29825 -1.73502  -0.88
C -5.68671 -0.62777 -1.27730  -0.21
C -5.28950 0.80802 -0.94861  0.76
O -6.44150 1.54485 -0.58677  -0.46
C -7.64037 0.84956 -0.83087  -0.41
H -7.74491 -1.21278 -1.56478  0.41
H -7.29790 -0.11667 -2.80295  0.30
H -5.12807 -1.00244 -2.13499  0.35
H -5.77778 -1.37405 -0.48807  0.13
H -4.88287 1.25824 -1.85417  0.14
H -4.49452 0.90307 -0.20896  -0.58
H -8.35437 1.41663 -1.42814  0.28
H -7.93454 0.47987 0.15142  0.30
C 1.56926 0.32725 3.96530  0.81
C 1.23565 -0.00281 5.43015  -0.74
C 2.36795 0.81665 6.15098  -0.19
O 2.41420 1.99106 5.38925  -0.49
C 1.82225 1.80592 4.15082  -0.24
H 0.80045 0.15441 3.21220  -0.41
H 2.43760 -0.26750 3.68185  -0.28
H 1.29707 -1.03795 5.76601  0.38
H 0.26830 0.37314 5.76330  0.33
H 3.31335 0.31842 5.93631  0.03
H 2.23813 0.84996 7.23271  0.36
H 2.53860 2.20117 3.43060  0.10
H 0.88359 2.35988 4.13834  0.22
C 2.30856 2.41394 -0.37660  0.00
O 2.36301 3.50268 -1.21657  -0.37
C 2.09644 3.38825 -2.53387  0.60
O 1.93554 2.35298 -3.17697  -0.44
O 2.26850 4.55864 -3.03134  -0.40
C 1.95446 4.92064 -4.43301  -0.65
H 2.34347 2.61964 0.69324  0.14
H 3.16240 1.74813 -0.50206  0.15
H 1.36715 1.86943 -0.44972  -0.03
H 2.86655 4.69572 -4.98582  0.27
H 1.73520 5.95852 -4.68368  0.27
H 1.20411 4.24641 -4.84593  0.28
C 3.07868 -3.30815 3.64391  0.00
O 4.29198 -3.22629 4.27048  -0.38
C 4.45725 -2.55741 5.41918  0.79
O 3.59164 -2.05304 6.11800  -0.55
O 5.81892 -2.52425 5.53667  -0.33
C 6.38333 -1.80883 6.63873  -0.57
H 2.36917 -3.57674 4.42656  0.33
H 3.13644 -3.97130 2.78077  0.27
H 2.88476 -2.31156 3.24728  -0.25
H 5.76191 -0.92249 6.76659  0.25
H 7.44836 -1.63196 6.48866  0.20
H 6.16595 -2.48895 7.46231  0.29
C -1.12136 -3.03812 -3.91547  -0.27
O -1.14923 -3.21208 -5.31969  -0.36
C -0.42025 -2.41118 -6.11332  0.72
O 0.52216 -1.71513 -5.72833  -0.41
O -0.80954 -2.61716 -7.36417  -0.35
C -0.04403 -1.98939 -8.41086  -0.63
H -0.95567 -2.00049 -3.62570  0.03
H -0.25274 -3.54563 -3.49591  0.28
H -2.07271 -3.41405 -3.53902  0.28
H -0.33550 -2.39638 -9.37911  0.21
H 0.99609 -2.28608 -8.27587  0.29
H -0.19481 -0.91009 -8.43240  0.29
C -4.35887 1.34855 3.85050  -1.07
O -3.72183 1.88687 2.70166  -0.03
C -2.87927 2.94483 2.84871  0.61
O -2.66075 3.55135 3.89712  -0.63
O -2.29923 3.28477 1.68620  -0.18
C -1.20953 4.19429 1.67424  -0.44
H -3.66819 0.89419 4.56086  0.38
H -5.23419 0.71078 3.72730  0.30
H -4.63343 2.22288 4.44064  0.46
H -0.48109 3.75791 2.35766  0.03
H -1.34006 5.18559 2.10828  0.34
H -0.68046 4.34184 0.73275  0.27
C 5.68023 0.85852 -6.02840  -0.50
O 6.31331 0.75586 -4.75179  -0.35
C 5.46203 0.40052 -3.71793  0.58
O 4.26213 0.41273 -3.73431  -0.51
O 6.18844 -0.01685 -2.66809  -0.41
C 5.54226 -0.51916 -1.46359  -0.41
H 5.00480 1.71397 -6.01822  0.21
H 4.96644 0.03576 -6.06921  0.25
H 6.42067 0.83744 -6.82803  0.23
H 4.55027 -0.10838 -1.27564  0.06
H 6.17870 -0.23541 -0.62542  0.31
H 5.54936 -1.60656 -1.53841  0.29

Force components x, y, z for each atom (eV/Å):
-1.0 -0.4 1.2
1.6 -0.1 1.9
-0.5 2.3 -4.3
0.5 -1.6 1.4
-1.0 -0.9 1.0
-1.1 -0.4 -3.9
0.2 0.4 2.0
0.8 0.2 1.7
0.2 2.2 -1.4
0.3 -0.7 0.3
-0.3 0.0 0.1
0.2 0.1 -0.2
0.5 0.4 -0.4
0.2 0.1 -1.2
0.2 0.3 0.0
0.2 -0.2 1.1
-0.6 -0.6 -0.3
0.3 -0.2 0.2
-0.1 -0.4 0.0
-0.7 -0.6 0.5
0.0 -0.4 -1.2
-0.1 -0.1 -2.0
-0.9 -0.1 2.4
2.1 -0.6 1.7
-0.2 0.0 0.4
0.3 0.0 0.3
-0.1 -0.1 -0.2
-0.8 0.7 -0.3
0.3 -0.2 -1.0
-0.2 -0.1 0.1
-0.9 0.0 -0.8
0.2 0.5 0.2
0.4 0.2 0.4
0.2 -1.9 0.4
-2.1 1.2 -1.1
0.9 -0.3 -0.4
0.2 1.3 0.6
1.5 -1.4 -0.9
-0.4 0.0 0.0
0.4 0.5 0.1
0.1 -0.1 0.3
0.5 0.3 0.2
0.1 0.0 -0.2
-0.3 0.1 0.4
-0.2 0.5 0.8
-1.0 0.0 -0.2
-0.6 -0.4 0.8
0.8 -0.2 1.0
-0.6 -2.0 -1.7
0.5 1.6 2.0
0.4 0.1 -1.2
-0.2 -0.1 0.2
0.2 0.3 -0.1
0.0 -0.1 -0.5
-0.1 0.2 -0.2
0.1 -0.4 0.5
-0.2 0.9 -0.1
-0.3 0.2 -0.4
-0.2 0.1 -0.4
-0.4 -2.5 1.0
-0.3 1.6 -0.4
0.8 -3.6 -0.7
-0.2 1.5 1.4
-0.7 4.0 -1.6
1.0 -2.2 -0.2
0.1 1.3 -0.1
-0.2 -0.2 -0.5
0.2 -0.3 -0.6
0.1 -0.1 0.0
-0.2 0.1 1.3
-0.2 0.1 0.3
-1.7 0.9 -0.1
2.6 -0.3 1.1
0.2 0.4 -0.7
1.7 -1.0 -0.8
-0.6 0.2 -0.4
-1.7 -0.7 0.4
-0.7 -0.2 -0.6
0.1 -0.3 0.5
-0.6 0.0 -0.1
0.5 0.3 0.2
-0.3 -0.1 -0.2
0.6 0.4 0.6
0.8 0.5 0.7
-0.3 0.5 -1.4
1.5 0.1 1.8
-1.5 -0.8 -1.0
-0.2 0.2 -0.6
0.4 -0.3 0.2
-0.3 0.2 -0.2
-0.1 -0.4 0.0
0.2 0.0 0.0
-0.5 -0.2 0.3
0.1 0.5 0.1
0.2 -0.1 0.3
0.4 1.9 2.2
0.9 0.0 -1.4
0.5 1.3 1.7
-0.5 -1.4 -1.4
-1.3 -0.7 -0.8
1.6 0.1 1.9
0.4 -0.6 -0.6
0.4 0.3 -1.0
-0.7 0.0 0.1
0.4 0.0 0.0
-1.0 0.0 -0.1
-0.9 -0.7 -0.4
-1.5 -0.3 0.8
-0.3 -0.5 1.5
0.6 -0.5 0.2
0.2 0.3 -0.6
0.4 0.6 -0.4
0.2 0.1 -0.2
0.4 0.4 -0.4
0.2 -0.3 -0.6
-0.1 0.1 0.4
-0.1 -0.2 -0.5
0.2 0.1 -0.2
-0.4 0.1 0.0

2S+1: 2
total charge: -1
<S²>: 0.7510
maximum force: 4.9 eV/Å
orbital gap (alpha / beta): 6.09 / 7.11 eV
HOMO level (alpha / beta): -3.94 / -5.24 eV